[1]
C32H43N6Re | the ωB97M-V functional and the def2-TZVPD basis

Results
**HOMO-LUMO gap (alpha / beta)**: 6.07 / 6.40 eV
**E_HOMO (alpha / beta)**: -9.64 / -9.80 eV
**ΔE to the lowest compared entry with this formula, charge and spin**: 0.0 kcal/mol

The geometry in ORCA input format:
```
! wB97M-V def2-TZVPD RIJCOSX def2/J DEFGRID3
* xyz 1 2
Re -0.0265 0.2087 0.1114
C -0.4822 -4.3197 1.0636
C 0.9736 -4.0210 0.6923
C 1.4390 -2.5605 0.8585
N 0.9950 -1.6649 -0.1923
C 1.3518 -1.9043 -1.4507
C 2.3686 -2.8332 -1.7751
C 2.7577 -3.3726 -2.9799
C 2.1787 -3.2313 -4.2346
C 1.1474 -2.3695 -4.5690
C 0.5403 -1.3948 -3.8023
C 0.6930 -1.0500 -2.4449
N 0.1340 0.0485 -1.9310
C -0.4167 1.0533 -2.8298
C -0.3956 2.4516 -2.2032
C -1.5174 2.6661 -1.1762
N -1.6297 1.5114 -0.3060
C -2.8650 1.0417 -0.0856
C -3.9877 1.8862 -0.0972
C -5.3444 1.6099 -0.0243
C -5.9979 0.3975 -0.1317
C -5.3975 -0.8551 -0.2256
C -4.0853 -1.1855 -0.0041
C -2.9514 -0.3806 0.2668
N -1.8368 -0.8906 0.7374
C -1.8294 -2.1794 1.3781
C -1.5153 -3.3706 0.4481
H -0.6008 -4.3168 2.1491
H -0.6900 -5.3386 0.7291
H 1.1326 -4.3328 -0.3415
H 1.6076 -4.6400 1.3308
H 2.5383 -2.5484 0.9189
H 1.0680 -2.1700 1.8095
H 2.9655 -3.1527 -0.9332
H 3.6028 -4.0472 -2.9339
H 2.5812 -3.8416 -5.0314
H 0.7915 -2.4318 -5.5896
H -0.1974 -0.8163 -4.3399
H -1.4456 0.7821 -3.1086
H 0.1918 1.0942 -3.7401
H -0.5137 3.1954 -2.9922
H 0.5733 2.5974 -1.7299
H -2.4573 2.8204 -1.7235
H -1.3064 3.5707 -0.5955
H -3.7566 2.9435 -0.1046
H -5.9828 2.4803 0.0545
H -7.0778 0.4208 -0.1775
H -6.0551 -1.6839 -0.4549
H -3.8518 -2.2382 -0.0816
H -2.7869 -2.3419 1.8879
H -1.0624 -2.1407 2.1582
H -1.1527 -3.0002 -0.5137
H -2.4300 -3.9343 0.2563
N -0.3063 0.5475 2.6064
C 0.1072 1.6802 3.4569
C -0.4737 2.9961 2.9390
C 0.5728 4.1060 2.8426
C 1.7164 3.7501 1.8904
N 1.1984 3.3047 0.6060
H -1.3200 0.4579 2.6915
H 0.0879 -0.3001 3.0138
H 1.1950 1.7226 3.4527
H -0.2136 1.5105 4.4918
H -1.2909 3.3338 3.5804
H -0.8718 2.8052 1.9415
H 0.9798 4.3201 3.8327
H 0.0804 5.0145 2.4867
H 2.3261 2.9372 2.2904
H 2.3688 4.6297 1.7921
H 1.9716 3.0661 -0.0042
H 0.6727 4.0585 0.1780
C 4.9095 0.7917 0.4552
C 4.1357 0.4297 1.5428
C 2.7571 0.3452 1.4182
C 2.0927 0.6343 0.2240
C 2.9039 0.9961 -0.8558
C 4.2847 1.0741 -0.7466
H 5.9842 0.8332 0.5433
H 4.6031 0.1853 2.4875
H 2.2044 0.0070 2.2851
H 2.4653 1.1979 -1.8253
H 4.8721 1.3403 -1.6150
*
```

These are the Mulliken partial charges, in e, on atoms 1 to 6: 1.02 -1.23 -0.57 -1.50 -0.04 1.19

=====

[2]
C6H8N2P2 | the ωB97M-V functional and the def2-TZVPD basis

Results
**SMILES**: PN/P=N/c1ccccc1
**HOMO-LUMO gap (alpha / beta)**: 7.04 / 7.04 eV
**E_HOMO (alpha / beta)**: -7.69 / -7.69 eV
**ΔE to the lowest compared entry with this formula, charge and spin**: 0.0 kcal/mol

The geometry in ORCA input format:
```
! wB97M-V def2-TZVPD RIJCOSX def2/J DEFGRID3
* xyz 0 1
P -5.0253 -0.1084 0.1738
N -3.3745 -0.4903 -0.2971
P -2.1083 0.5323 0.1482
N -0.7871 -0.6002 -0.1639
C 0.5763 -0.3003 0.0476
C 1.0730 0.9902 0.4205
C 2.4102 1.2329 0.6031
C 3.3364 0.2464 0.1796
C 2.8984 -0.9541 -0.2941
C 1.5231 -1.2274 -0.2937
H -4.5225 0.8980 0.8829
H -5.2476 0.5634 -0.9987
H -3.2338 -1.3224 -0.9020
H 0.4797 1.8035 0.7160
H 2.7163 2.1448 0.9395
H 4.3724 0.5469 0.2089
H 3.5044 -1.7866 -0.6242
H 1.4090 -2.1688 -0.7467
*
```

These are the Mulliken partial charges, in e, on atoms 1 to 6: 0.01 -0.30 0.15 -0.46 0.21 -0.10

=====

[3]
C13H28N4O4PS | the ωB97M-V functional and the def2-TZVPD basis

Results
**HOMO-LUMO gap**: 8.46 eV
**E_HOMO**: -12.07 eV

The geometry in ORCA input format:
```
! wB97M-V def2-TZVPD RIJCOSX def2/J DEFGRID3
* xyz 1 1
C -0.2563 -4.4474 -1.8737
C 1.0406 -3.6770 -1.5411
S 1.6419 -2.5906 -2.8508
C 0.8896 -0.9575 -2.5055
N 0.1960 -0.8514 -1.2202
C -1.2823 -0.8721 -1.2444
O -1.8129 -1.7992 -0.3481
C -2.7772 -1.2348 0.5506
C 0.8749 -0.7227 -0.1209
N 2.2699 -0.6560 -0.1490
C 2.7043 0.5728 0.5403
C 1.9890 0.8035 1.9052
C 1.1602 -0.4416 2.2101
P 0.2786 -0.2578 3.8053
O -0.0163 1.1274 4.1297
O -1.0142 -1.2022 3.7160
O 1.2388 -0.9568 4.8875
N 0.2139 -0.6036 1.0863
H -0.7032 -4.0683 -2.7861
H -0.0188 -5.4956 -2.0352
H -0.9573 -4.3917 -1.0459
H 0.9385 -3.1713 -0.5827
H 1.8491 -4.3931 -1.4083
H 1.6809 -0.2161 -2.5364
H 0.1796 -0.7221 -3.2902
H -1.6727 0.1362 -1.1008
H -1.5563 -1.1719 -2.2536
H -2.3819 -0.3621 1.0714
H -3.6667 -0.9244 0.0055
H -3.0380 -1.9836 1.2890
H 2.6667 -1.4961 0.2559
H 3.7826 0.6122 0.6401
H 2.4310 1.4041 -0.1076
H 1.2673 1.6063 1.7726
H 2.6553 1.0462 2.7255
H 1.8201 -1.3166 2.2808
H -0.7466 -2.1220 3.8320
H 1.7992 -1.6222 4.4740
H -0.3738 -1.4241 1.2292
C -1.4572 5.4121 -1.3514
C -0.9661 4.3541 -0.3707
C -0.4771 3.0792 -1.0714
C -1.5494 2.4507 -1.8461
N -2.4060 1.9679 -2.4369
H -2.3173 5.0596 -1.9220
H -1.7645 6.3092 -0.8172
H -0.6722 5.6921 -2.0557
H -1.7664 4.0992 0.3258
H -0.1441 4.7576 0.2222
H -0.1208 2.3541 -0.3334
H 0.3477 3.3075 -1.7496
*
```

These are the Mulliken partial charges, in e, on atoms 1 to 6: -1.05 0.04 -0.18 -0.66 0.63 -0.80

=====

[4]
C6H10NO2 | the ωB97M-V functional and the def2-TZVPD basis

Results
**SMILES**: C/[NH+]=C/C=C\C=C(O)O
**HOMO-LUMO gap**: 8.05 eV
**E_HOMO**: -13.19 eV
**ΔE to the lowest compared entry with this formula, charge and spin**: 5.1 kcal/mol

The geometry in ORCA input format:
```
! wB97M-V def2-TZVPD RIJCOSX def2/J DEFGRID3
* xyz 1 1
C 1.5265 1.2810 1.3779
N 0.5299 0.5059 0.6780
C -0.5411 1.0818 0.1756
C -1.3893 0.7746 -0.9046
C -1.2252 -0.2018 -1.8796
C -0.4411 -1.3539 -1.7708
C -0.2539 -2.1023 -0.6041
O -0.7183 -1.8835 0.6092
O 0.5519 -3.1839 -0.6655
H 1.7594 0.6390 2.1843
H 2.4058 1.5954 0.8410
H 1.0331 2.1204 1.8346
H 0.7693 -0.3061 0.1748
H -0.7642 1.9287 0.7564
H -2.1973 1.6019 -0.9686
H -1.6078 0.0352 -2.8166
H -0.1615 -1.6972 -2.6702
H -1.4392 -1.2201 0.6160
H 0.9444 -3.3591 0.1962
*
```

These are the Mulliken partial charges, in e, on atoms 1 to 6: -0.91 0.07 0.14 -0.77 0.12 -0.64

=====

Number 1: electronic energy -1651.7175 Ha. Number 2: electronic energy -1025.5849 Ha. Number 3: electronic energy -1771.4911 Ha. Number 4: electronic energy -439.5559 Ha.